1.
Molecular formula: C4H12O
Method: DFT, the ωB97M-V functional and the def2-TZVPD basis

## Properties
- maximum force (eV/Å) = 1.5
- total energy (a.u.) = -234.80874
- HOMO energy (eV) = -10.40
- structure (SMILES) = CCO.CC
- 2S+1 = 1

Each line ends with the natural charge from an NBO analysis.
Positions of all 17 atoms, in Å:
1 C 1.553 -1.612 1.462  -0.638
2 C 0.667 -0.439 1.823  -0.068
3 O 0.563 -0.299 3.254  -0.725
4 H 1.324 -1.942 0.463  0.212
5 H 1.297 -2.453 2.118  0.206
6 H 2.590 -1.395 1.704  0.218
7 H 1.092 0.497 1.445  0.172
8 H -0.340 -0.423 1.403  0.162
9 H -0.203 -0.810 3.522  0.462
10 C -0.778 1.444 -2.648  -0.603
11 C -1.877 0.906 -3.610  -0.602
12 H -0.379 0.608 -2.082  0.198
13 H -0.007 1.920 -3.245  0.203
14 H -1.185 2.133 -1.908  0.201
15 H -1.360 0.544 -4.485  0.200
16 H -2.528 1.712 -3.917  0.202
17 H -2.427 0.101 -3.163  0.201

***

2.
Molecular formula: C5H13NO
Method: DFT, the ωB97M-V functional and the def2-TZVPD basis

## Properties
- maximum force (eV/Å) = 3.5
- total energy (a.u.) = -328.22426
- HOMO energy (eV) = -7.91
- structure (SMILES) = CC/C=C/NC.O
- 2S+1 = 1

Each line ends with the natural charge from an NBO analysis.
Positions of all 20 atoms, in Å:
1 C -0.387 0.171 -2.552  -0.610
2 C -1.474 -0.372 -1.586  -0.419
3 C -0.857 -0.381 -0.216  -0.298
4 C -0.683 -1.432 0.593  -0.019
5 N -0.225 -1.440 1.916  -0.601
6 C 0.489 -0.143 2.293  -0.428
7 H 0.622 -0.223 -2.277  0.208
8 H -0.663 -0.335 -3.546  0.206
9 H -0.311 1.283 -2.649  0.208
10 H -1.713 -1.365 -1.899  0.211
11 H -2.396 0.379 -1.531  0.205
12 H -0.279 0.497 0.139  0.195
13 H -1.210 -2.436 0.569  0.187
14 H 0.471 -2.295 2.080  0.363
15 H 1.163 -0.421 3.076  0.199
16 H -0.173 0.595 2.612  0.193
17 H 0.992 0.298 1.400  0.196
18 O 2.238 2.392 0.838  -0.953
19 H 2.742 2.124 0.056  0.481
20 H 1.655 3.105 0.683  0.476

***

3.
Molecular formula: ClFN2O3
Method: DFT, the ωB97M-V functional and the def2-TZVPD basis

## Properties
- maximum force (eV/Å) = 3.5
- total energy (a.u.) = -895.01351
- HOMO energy (alpha / beta) (eV) = -10.79 / -10.80
- structure (SMILES) = O=NOCl.O=NF
- 2S+1 = 1

Each line ends with the natural charge from an NBO analysis.
Positions of all 7 atoms, in Å:
1 O -0.544 0.967 -0.996  -0.270
2 N -0.698 0.680 0.120  0.491
3 O -1.591 0.082 0.668  -0.217
4 Cl -3.176 -0.593 -0.073  -0.002
5 O 2.241 -1.341 -0.260  -0.151
6 N 1.512 -0.502 0.031  0.489
7 F 2.256 0.707 0.509  -0.341

***

4.
Molecular formula: C4H12N4
Method: DFT, the ωB97M-V functional and the def2-TZVPD basis

## Properties
- maximum force (eV/Å) = 3.9
- total energy (a.u.) = -378.52956
- HOMO energy (eV) = -8.20
- structure (SMILES) = CNN=C(NC)NC
- 2S+1 = 1

Each line ends with the natural charge from an NBO analysis.
Positions of all 20 atoms, in Å:
1 C -2.847 -0.217 0.520  -0.429
2 N -2.074 0.211 -0.598  -0.514
3 N -0.953 -0.628 -0.766  -0.446
4 C 0.193 -0.148 -0.375  0.566
5 N 1.328 -0.885 -0.689  -0.642
6 C 2.015 -1.388 0.434  -0.412
7 N 0.281 1.071 0.160  -0.633
8 C 1.523 1.825 -0.139  -0.411
9 H -3.914 0.178 0.395  0.203
10 H -2.395 0.111 1.575  0.184
11 H -2.798 -1.419 0.599  0.178
12 H -2.770 -0.106 -1.378  0.356
13 H 0.941 -1.677 -1.267  0.393
14 H 2.635 -2.418 0.163  0.213
15 H 2.612 -0.486 0.657  0.195
16 H 1.272 -1.690 1.318  0.180
17 H -0.633 1.562 0.104  0.420
18 H 2.409 1.237 0.049  0.201
19 H 1.626 2.086 -1.235  0.190
20 H 1.549 2.780 0.472  0.207

***

5.
Molecular formula: C33H52BCsN6Te4
Method: DFT, the ωB97M-V functional and the def2-TZVPD basis

## Properties
- maximum force (eV/Å) = 1.1
- total energy (a.u.) = -2734.53343
- HOMO energy (eV) = -0.46
- charge = -2
- 2S+1 = 1

Each line ends with the Mulliken charge.
Positions of all 97 atoms, in Å:
1 Cs 0.372 1.048 0.344  0.726
2 C 0.148 4.614 -1.599  -0.980
3 C 0.532 4.365 -0.160  0.519
4 C 1.867 4.242 0.211  -0.256
5 C 2.236 3.976 1.526  1.222
6 C 3.691 3.840 1.895  -1.602
7 C 1.239 3.825 2.483  -0.212
8 C -0.107 3.951 2.144  0.496
9 C -1.183 3.770 3.184  -1.758
10 C -0.449 4.224 0.825  0.326
11 H 0.652 3.908 -2.264  0.127
12 H 0.439 5.622 -1.904  0.394
13 H -0.929 4.528 -1.743  -0.150
14 H 2.638 4.354 -0.547  0.353
15 H 4.286 4.636 1.445  0.465
16 H 4.101 2.889 1.544  0.127
17 H 3.827 3.881 2.976  0.358
18 H 1.519 3.612 3.511  0.299
19 H -1.003 4.410 4.051  0.482
20 H -1.216 2.737 3.541  0.249
21 H -2.161 4.008 2.767  0.314
22 H -1.494 4.322 0.541  -0.566
23 C -1.976 -3.335 -2.848  -1.115
24 C -0.744 -2.499 -2.748  -0.113
25 C -0.135 -1.732 -3.715  -0.214
26 C 0.918 -1.090 -3.048  -0.290
27 N 0.944 -1.435 -1.760  -0.657
28 N -0.081 -2.310 -1.588  1.344
29 B -0.434 -3.029 -0.258  -1.361
30 N 0.690 -2.885 0.799  0.079
31 N 1.300 -1.709 1.017  1.100
32 C 2.261 -1.926 1.895  -0.932
33 C 2.253 -3.271 2.309  -1.308
34 C 1.240 -3.851 1.567  0.533
35 C 0.798 -5.277 1.567  -1.374
36 C 3.199 -0.799 2.242  2.543
37 C 3.691 -0.175 0.934  -1.056
38 C 2.510 0.245 3.128  -1.421
39 C 4.408 -1.343 3.008  -2.390
40 N -1.789 -2.505 0.276  0.780
41 N -2.037 -1.175 0.408  0.560
42 C -3.312 -1.066 0.762  -0.302
43 C -3.904 -2.340 0.872  -1.219
44 C -2.899 -3.225 0.556  0.403
45 C -2.971 -4.717 0.489  -1.290
46 C -4.018 0.257 0.930  2.379
47 C -4.677 0.321 2.311  -2.032
48 C -5.086 0.380 -0.169  -1.456
49 C -3.044 1.415 0.776  0.072
50 C 1.960 -0.163 -3.633  2.471
51 C 3.285 -0.925 -3.761  -1.833
52 C 1.505 0.325 -5.009  -2.065
53 C 2.176 1.050 -2.725  -1.086
54 H -2.357 -3.291 -3.866  0.417
55 H -1.788 -4.377 -2.574  0.187
56 H -2.751 -2.934 -2.193  0.142
57 H -0.485 -1.592 -4.724  0.471
58 H -0.586 -4.208 -0.457  -0.135
59 H 2.907 -3.770 3.006  0.422
60 H 1.437 -5.847 2.241  0.374
61 H -0.234 -5.380 1.904  0.111
62 H 0.859 -5.716 0.570  0.243
63 H 2.874 0.202 0.326  -0.241
64 H 4.393 0.641 1.132  0.409
65 H 4.195 -0.933 0.332  0.450
66 H 1.619 0.677 2.677  -0.036
67 H 2.203 -0.214 4.071  0.495
68 H 3.198 1.066 3.354  0.260
69 H 4.935 -2.096 2.419  0.436
70 H 5.106 -0.532 3.236  0.443
71 H 4.101 -1.801 3.951  0.400
72 H -4.925 -2.584 1.118  0.488
73 H -3.984 -5.033 0.742  0.406
74 H -2.733 -5.087 -0.508  0.195
75 H -2.281 -5.192 1.188  0.091
76 H -5.383 -0.501 2.453  0.366
77 H -3.923 0.260 3.101  0.360
78 H -5.218 1.264 2.422  0.442
79 H -5.849 -0.397 -0.069  0.383
80 H -5.568 1.359 -0.119  0.403
81 H -4.630 0.286 -1.158  0.079
82 H -2.237 1.314 1.508  -0.427
83 H -2.636 1.408 -0.236  -0.612
84 H -3.544 2.375 0.923  0.448
85 H 3.164 -1.794 -4.412  0.392
86 H 4.064 -0.281 -4.184  0.433
87 H 3.610 -1.280 -2.782  0.251
88 H 1.394 -0.510 -5.703  0.406
89 H 0.545 0.842 -4.942  0.272
90 H 2.245 1.017 -5.423  0.453
91 H 2.543 0.728 -1.749  -0.149
92 H 2.921 1.722 -3.163  0.558
93 H 1.244 1.609 -2.606  -0.062
94 Te -4.089 3.540 -2.828  -0.198
95 Te -3.838 5.255 -0.747  -0.778
96 Te -3.559 0.089 -4.547  -0.831
97 Te -1.997 1.724 -3.039  0.098

***

6.
Molecular formula: C4H12Br2N3
Method: DFT, the ωB97M-V functional and the def2-TZVPD basis

## Properties
- maximum force (eV/Å) = 1.0
- total energy (a.u.) = -5471.70892
- HOMO energy (eV) = -12.52
- charge = +1
- 2S+1 = 1

Each line ends with the natural charge from an NBO analysis.
Positions of all 21 atoms, in Å:
1 Br -0.820 -1.744 1.125  -0.020
2 Br -4.146 -0.496 1.647  -0.013
3 C -2.354 -2.731 1.750  -0.461
4 C -3.259 -1.903 2.623  -0.464
5 H -2.878 -3.122 0.857  0.235
6 H -1.964 -3.598 2.317  0.244
7 H -4.055 -2.537 3.060  0.245
8 H -2.712 -1.427 3.459  0.237
9 C -0.957 2.695 -2.748  0.672
10 N -0.789 3.763 -3.531  -0.771
11 N -1.598 2.818 -1.591  -0.552
12 N -0.478 1.507 -3.134  -0.766
13 C -2.151 4.074 -1.095  -0.442
14 H -1.154 4.673 -3.239  0.436
15 H -0.296 3.672 -4.422  0.431
16 H -1.709 1.979 -1.016  0.431
17 H -0.605 0.686 -2.537  0.434
18 H 0.015 1.419 -4.026  0.429
19 H -2.625 3.882 -0.117  0.257
20 H -2.914 4.476 -1.783  0.219
21 H -1.363 4.834 -0.961  0.219

***

Quick rundown of ΔE to the lowest compared entry with this formula, charge and spin, same order as above: 62.7 248.3 118.0 285.4 62.6 36.4 kJ/mol